[1]
This record from the Open Molecules 2025 dataset describes a molecular structure, C22H32F6IN3O4S2V. The level of theory is ωB97M-V with the def2-TZVPD basis set.

Geometry as XYZ:
```
71
Properties=species:S:1:pos:R:3:forces:R:3:mulliken_charge:R:1
V 0.45559 0.19552 -0.22846 -0.4239 0.0304 0.3775 0.272
C -1.08966 -1.18145 0.56051 -0.0751 -0.0247 0.0471 -0.460
C -1.84169 -0.17471 -0.13165 0.0827 0.0125 -0.0089 0.969
C -1.53523 1.07333 0.51832 0.0502 -0.0331 0.0012 0.063
C -0.68214 0.76077 1.61710 0.0398 -0.0325 -0.0983 -0.645
C -0.41981 -0.62672 1.66991 0.0959 -0.0400 -0.0229 0.511
C 0.31826 -1.38483 2.75245 -0.0474 -0.0362 0.0261 1.642
C 1.39042 -0.52261 3.41870 -0.0043 0.0261 0.0442 -1.589
C -0.74163 -1.75884 3.80365 0.0004 -0.0055 0.0150 -1.815
C 0.94325 -2.66505 2.19571 0.0236 -0.0325 -0.0142 -1.635
C -1.89358 2.52854 0.20224 0.0207 0.0324 0.0443 1.575
C -1.15630 3.47311 1.16437 0.0120 -0.0077 0.0332 -2.144
C -3.39309 2.78870 0.39188 -0.0148 0.0123 -0.0301 -1.721
C -1.42167 2.90672 -1.20826 0.0086 0.0213 -0.0571 -1.446
C -2.95465 -0.63645 -1.08696 -0.0196 -0.0194 0.0244 1.818
C -3.33957 0.25828 -2.26538 -0.0019 0.0313 -0.0197 -1.679
C -4.19200 -0.79234 -0.17759 -0.0199 -0.0128 -0.0205 -1.661
C -2.63571 -2.02047 -1.67394 0.0134 -0.0327 0.0026 -1.772
H -1.09062 -2.22787 0.30570 0.0051 -0.0072 0.0139 0.349
H -0.24293 1.48934 2.27729 -0.0063 -0.0150 0.0099 0.520
H 0.96385 0.36944 3.88053 -0.0081 0.0003 -0.0060 0.359
H 2.16706 -0.20685 2.72401 0.0190 -0.0130 -0.0415 0.216
H 1.87502 -1.09504 4.21032 -0.0085 -0.0055 0.0000 0.486
H -1.20781 -0.86761 4.22643 -0.0053 0.0086 0.0011 0.342
H -0.27582 -2.31597 4.61742 0.0157 -0.0007 -0.0014 0.504
H -1.52421 -2.38340 3.37008 -0.0059 -0.0012 -0.0117 0.331
H 1.66386 -2.45435 1.40467 0.0072 0.0150 -0.0067 0.223
H 0.18634 -3.34792 1.80585 -0.0097 0.0037 0.0062 0.359
H 1.47082 -3.19060 2.99224 -0.0064 0.0045 0.0063 0.457
H -1.47158 3.32487 2.19784 -0.0118 0.0024 -0.0028 0.416
H -1.38920 4.50351 0.89688 -0.0111 0.0012 -0.0078 0.465
H -0.07178 3.35585 1.11091 0.0012 0.0067 -0.0159 0.332
H -3.71111 2.47056 1.38580 0.0158 0.0018 0.0113 0.383
H -4.01923 2.28201 -0.33649 -0.0001 -0.0542 -0.0456 0.234
H -3.59038 3.85837 0.30735 -0.0002 -0.0017 -0.0166 0.492
H -0.32969 2.80650 -1.28796 -0.0049 -0.0093 0.0139 0.229
H -1.64617 3.95401 -1.41658 -0.0098 -0.0037 0.0124 0.652
H -1.90250 2.31338 -1.98284 -0.0314 -0.0337 -0.0105 0.024
H -3.62787 1.26404 -1.98192 0.0039 0.0608 0.0627 0.260
H -4.20807 -0.18771 -2.75154 0.0024 0.0007 -0.0055 0.581
H -2.55617 0.30888 -3.02092 0.0292 0.0009 0.0045 0.260
H -4.54389 0.16896 0.19296 0.0042 0.0290 0.0211 0.289
H -3.97058 -1.42842 0.68037 0.0129 -0.0072 0.0004 0.331
H -5.00212 -1.25709 -0.74193 -0.0017 0.0120 -0.0111 0.483
H -1.67410 -2.04226 -2.18888 -0.0045 0.0182 -0.0077 0.236
H -3.40492 -2.28103 -2.40056 -0.0121 -0.0009 0.0069 0.461
H -2.64210 -2.80285 -0.91604 0.0012 -0.0065 0.0001 0.396
I 1.59159 -2.75787 -5.52314 0.0192 -0.0383 -0.0555 0.203
C 0.87630 -1.38143 -4.18249 -0.0809 0.0977 0.1072 -1.026
C 0.23182 -0.18749 -4.45178 0.0655 -0.0442 -0.0080 -0.138
N -0.04736 0.38575 -3.27506 -0.0548 -0.0298 -0.0189 -0.143
N 0.37011 -0.37002 -2.24453 0.2146 0.1300 0.0508 1.155
C 0.94410 -1.44433 -2.78997 0.0036 -0.0013 -0.0174 -0.922
H -0.03364 0.28458 -5.38272 0.0091 -0.0225 -0.0193 0.520
H -0.51664 1.26050 -3.10312 0.0066 0.0367 -0.0015 -0.116
H 1.38816 -2.19860 -2.16099 0.0147 -0.0232 -0.0305 0.644
F 2.30738 2.01734 -1.98003 0.0234 -0.0623 0.0538 -0.167
C 3.41982 1.35607 -1.59691 -0.0037 -0.0234 -0.0598 0.577
F 3.67310 0.43062 -2.49867 -0.0270 -0.0024 0.0250 -0.173
F 4.41616 2.20313 -1.50051 0.0055 0.0334 0.0270 -0.227
S 3.05473 0.58363 0.08453 -0.1730 0.0539 -0.2871 1.709
O 2.40428 -0.70127 -0.27271 0.1179 0.0409 -0.0461 -0.606
O 1.91844 1.41630 0.58468 0.2733 0.0176 -0.1932 -0.828
N 4.26570 0.64554 0.97143 -0.1025 -0.2191 -0.0540 -0.429
S 5.65403 -0.17142 0.58290 -0.1799 0.2918 0.5262 1.103
O 6.72651 0.57904 1.11894 0.1618 -0.0944 -0.0484 -0.629
O 5.60390 -0.60093 -0.77468 -0.0527 -0.0933 -0.2029 -0.556
C 5.46420 -1.71151 1.64511 0.0391 -0.0008 -0.0766 0.702
F 4.18947 -1.88194 1.99926 -0.0069 -0.0325 -0.0482 -0.157
F 6.20466 -1.59894 2.72814 -0.0012 0.0499 0.0583 -0.218
F 5.85831 -2.75901 0.93872 0.0075 0.0406 -0.0049 -0.232
```
Positions in Å, forces in eV/Å.

Its spin multiplicity is 3. The orbital gap (alpha / beta) comes out at 7.99 / 8.72 eV. The total energy is -107751.41121 eV. For the max |F|, the calculation gives 0.63 eV/A. The value obtained for the lowest unoccupied orbital energy (alpha / beta) is -4.15 / -3.42 eV. The net charge is +1. As for the expectation value of S²: 2.04.

[2]
This record from the Open Molecules 2025 dataset describes 2 unconnected molecules or ions with the total composition C3H11Cl2N2PSi in a non-equilibrium geometry. The level of theory is ωB97M-V with the def2-TZVPD basis set.

Geometry as XYZ:
```
20
Properties=species:S:1:pos:R:3:forces:R:3:mulliken_charge:R:1
C 1.17579 -0.59404 1.60702 0.6092 -0.4972 1.5978 -0.973
C -0.86700 1.49092 0.82447 -2.3070 -1.1250 0.8681 -0.996
C -1.73749 -1.54217 0.88733 1.9441 -0.3747 -2.7752 -0.989
N 1.07410 1.89716 -1.43522 0.1872 0.3804 -0.0867 -0.534
N -0.13208 -0.46935 -1.22860 3.0830 -3.8505 -1.9705 -0.368
Si -0.32509 -0.32538 0.53569 -1.2061 1.3857 -0.0553 0.355
P 0.80364 0.56130 -2.09832 -0.0937 0.0511 -1.4391 0.704
Cl 0.14439 0.62738 -4.08680 -0.6775 0.3522 0.6774 -0.265
Cl 2.36630 -0.61994 -2.73102 0.9959 -0.3390 0.5390 -0.290
H 1.97474 -1.17712 1.11825 -0.1093 0.4600 0.0455 0.347
H 1.64020 0.29820 2.21093 -1.0743 -1.6230 -1.4318 0.283
H 0.77285 -1.34428 2.35462 0.5065 0.8323 -0.3150 0.305
H -1.88402 1.66360 0.32614 1.5047 -0.0084 0.4179 0.253
H -1.02875 1.75761 1.91317 0.3287 -0.5113 -1.0572 0.332
H -0.08977 2.08390 0.40967 0.3138 0.7453 -0.2998 0.361
H -2.62007 -1.45966 0.25135 0.0541 0.3789 0.4365 0.280
H -1.36170 -2.56118 0.80125 0.0202 -0.1694 -0.0117 0.322
H -1.80292 -1.33421 1.88004 -1.3383 0.3194 3.1172 0.317
H 1.33878 2.78343 -1.86387 -0.0969 -0.7485 0.0189 0.216
H 0.55810 -1.73617 -1.67612 -2.6445 4.3416 1.7240 0.340
```
Positions in Å, forces in eV/Å.

Its spin multiplicity is 1. The orbital gap comes out at 9.63 eV. The total energy is -48481.58992 eV. For the max |F|, the calculation gives 5.37 eV/A. The value obtained for the lowest unoccupied orbital energy is -0.39 eV. For the energy relative to the best compared isomer or geometry (same formula, charge and spin), the calculation gives 64.9 kcal/mol.